{"formula": "C53H45N8O2S3Sc", "method": "ωB97M-V/def2-TZVPD", "homo_lumo_gap_ev": 8.53, "homo_ev": -13.419, "total_energy_ev": -124901.837, "charge": 2, "species": ["Sc", "C", "C", "C", "C", "N", "C", "C", "C", "C", "C", "C", "N", "C", "C", "C", "C", "C", "N", "H", "H", "H", "H", "H", "H", "H", "H", "H", "H", "H", "N", "C", "C", "O", "O", "H", "H", "H", "H", "N", "S", "N", "S", "N", "S", "N", "C", "C", "C", "C", "C", "C", "C", "C", "C", "C", "C", "C", "C", "C", "C", "C", "C", "C", "C", "C", "C", "C", "C", "C", "C", "C", "C", "C", "C", "C", "C", "C", "C", "C", "C", "C", "H", "H", "H", "H", "H", "H", "H", "H", "H", "H", "H", "H", "H", "H", "H", "H", "H", "H", "H", "H", "H", "H", "H", "H", "H", "H", "H", "H", "H", "H"], "positions_angstrom": [[0.393, 2.462, 0.904], [-3.192, 2.351, 3.699], [-2.698, 1.878, 4.901], [-1.338, 1.633, 5.019], [-0.526, 1.846, 3.916], [-1.015, 2.246, 2.737], [-2.316, 2.521, 2.641], [0.954, 1.747, 3.971], [1.644, 1.238, 5.061], [3.026, 1.279, 5.047], [3.679, 1.828, 3.958], [2.923, 2.295, 2.892], [1.590, 2.241, 2.903], [3.529, 2.896, 1.676], [4.883, 3.188, 1.601], [5.385, 3.795, 0.462], [4.510, 4.105, -0.562], [3.174, 3.779, -0.407], [2.681, 3.175, 0.673], [-4.237, 2.599, 3.572], [-3.352, 1.729, 5.750], [-0.922, 1.318, 5.964], [-2.658, 2.901, 1.689], [1.119, 0.825, 5.909], [3.592, 0.895, 5.885], [4.757, 1.880, 3.948], [5.542, 2.972, 2.427], [6.437, 4.036, 0.389], [4.843, 4.600, -1.463], [2.463, 4.026, -1.177], [0.212, 3.389, -1.493], [-0.435, 4.711, -1.338], [-1.073, 4.776, 0.050], [-2.217, 5.136, 0.216], [-0.265, 4.346, 0.986], [0.859, 3.411, -2.273], [-0.500, 2.704, -1.725], [-1.190, 4.908, -2.097], [0.330, 5.487, -1.394], [1.237, 0.488, 0.633], [1.588, -0.801, 0.057], [0.411, -1.908, -0.251], [-0.650, -1.805, -1.371], [-1.399, -0.488, -1.676], [-2.136, 0.503, -0.589], [-1.367, 1.610, -0.044], [-3.482, 1.062, -1.597], [-4.123, 0.227, -2.507], [-5.167, 0.737, -3.258], [-5.552, 2.066, -3.103], [-4.897, 2.888, -2.200], [-3.851, 2.389, -1.432], [-2.823, -0.578, 0.653], [-4.081, -1.160, 0.563], [-4.526, -1.956, 1.609], [-3.725, -2.160, 2.724], [-2.468, -1.574, 2.801], [-2.010, -0.776, 1.764], [-0.006, -2.248, -2.960], [-0.334, -1.522, -4.095], [0.144, -1.964, -5.319], [0.927, -3.108, -5.393], [1.244, -3.822, -4.244], [0.777, -3.395, -3.013], [-1.750, -3.136, -0.979], [-2.726, -3.431, -1.924], [-3.633, -4.440, -1.652], [-3.555, -5.135, -0.450], [-2.572, -4.827, 0.479], [-1.654, -3.819, 0.222], [2.489, -0.689, -1.474], [2.103, 0.339, -2.325], [2.716, 0.453, -3.562], [3.714, -0.443, -3.928], [4.100, -1.455, -3.061], [3.482, -1.591, -1.827], [2.605, -1.824, 1.093], [3.590, -1.138, 1.789], [4.456, -1.845, 2.609], [4.330, -3.222, 2.725], [3.339, -3.898, 2.025], [2.470, -3.202, 1.199], [-3.798, -0.798, -2.631], [-5.679, 0.106, -3.972], [-6.365, 2.460, -3.698], [-5.194, 3.921, -2.082], [-3.333, 3.022, -0.720], [-4.722, -0.983, -0.289], [-5.508, -2.407, 1.556], [-4.085, -2.773, 3.540], [-1.846, -1.731, 3.673], [-1.034, -0.309, 1.806], [-0.949, -0.636, -4.013], [-0.102, -1.416, -6.219], [1.290, -3.449, -6.353], [1.852, -4.714, -4.309], [1.009, -3.945, -2.110], [-2.764, -2.898, -2.867], [-4.393, -4.691, -2.378], [-4.264, -5.926, -0.242], [-2.516, -5.375, 1.411], [-0.885, -3.561, 0.936], [1.328, 1.028, -2.011], [2.421, 1.241, -4.243], [4.197, -0.347, -4.892], [4.886, -2.142, -3.346], [3.781, -2.381, -1.150], [3.666, -0.063, 1.684], [5.232, -1.324, 3.155], [5.008, -3.773, 3.364], [3.244, -4.971, 2.121], [1.694, -3.719, 0.651]]}

=====

{"formula": "C4H7NO2", "method": "ωB97M-V/def2-TZVPD", "homo_lumo_gap_ev": 9.81, "homo_ev": -8.902, "total_energy_ev": -9839.162, "species": ["C", "C", "C", "C", "N", "O", "O", "H", "H", "H", "H", "H", "H", "H"], "positions_angstrom": [[-0.833, -1.352, -0.738], [0.213, -0.632, 0.136], [-1.250, -0.713, -1.924], [0.973, 1.331, 1.174], [0.034, 0.545, 0.517], [-0.464, -1.966, -1.919], [0.882, -1.711, -2.228], [-1.428, -2.014, -0.157], [1.256, -1.132, 0.095], [-2.221, -1.017, -2.358], [-0.600, 0.128, -2.172], [1.935, 1.065, 0.922], [0.897, 2.450, 0.944], [0.816, 1.152, 2.213]]}

=====

{"formula": "C30H51CeN2O2P2", "method": "ωB97M-V/def2-TZVPD", "homo_lumo_gap_ev": [4.57, 4.58], "homo_ev": [-17.905, -17.903], "total_energy_ev": -70488.345, "charge": 3, "species": ["C", "C", "C", "C", "C", "H", "H", "H", "N", "P", "P", "C", "H", "H", "C", "O", "C", "H", "C", "C", "C", "C", "C", "H", "H", "H", "C", "H", "H", "H", "C", "H", "H", "H", "C", "H", "H", "H", "C", "H", "H", "H", "C", "H", "H", "H", "C", "H", "H", "H", "C", "H", "H", "H", "C", "H", "H", "H", "C", "H", "H", "H", "C", "H", "H", "H", "C", "H", "H", "H", "Ce", "N", "C", "C", "C", "C", "C", "H", "H", "H", "H", "H", "H", "H", "H", "H", "O", "C"], "positions_angstrom": [[2.367, -1.268, -0.426], [1.297, 0.555, -1.432], [3.325, -1.292, -1.428], [2.169, 0.518, -2.510], [3.204, -0.421, -2.502], [4.129, -2.029, -1.382], [2.032, 1.203, -3.347], [3.887, -0.481, -3.345], [1.386, -0.322, -0.396], [0.712, -2.676, 1.319], [-0.009, 2.475, 0.284], [2.362, -2.390, 0.615], [2.655, -3.358, 0.169], [3.067, -2.175, 1.433], [-1.824, -0.024, 3.387], [-2.999, -0.362, 3.099], [0.125, 1.525, -1.442], [0.274, 2.330, -2.179], [-1.605, 3.499, 0.146], [1.493, 3.583, 0.509], [-0.239, -3.689, 0.003], [0.912, -3.486, 2.990], [-2.734, 2.668, 0.794], [-2.537, 2.505, 1.867], [-3.669, 3.236, 0.695], [-2.892, 1.695, 0.307], [-1.521, 4.812, 0.936], [-1.282, 4.645, 1.993], [-0.814, 5.535, 0.515], [-2.517, 5.279, 0.903], [-1.952, 3.823, -1.313], [-2.840, 4.477, -1.312], [-1.143, 4.359, -1.832], [-2.211, 2.919, -1.882], [1.415, 4.135, 1.957], [0.947, 3.419, 2.647], [2.434, 4.320, 2.315], [0.867, 5.084, 2.016], [2.772, 2.724, 0.397], [2.720, 1.851, 1.061], [2.959, 2.388, -0.633], [3.627, 3.343, 0.711], [1.543, 4.733, -0.522], [0.933, 4.566, -1.420], [1.254, 5.691, -0.065], [2.583, 4.851, -0.862], [-0.508, -3.633, 3.572], [-0.422, -4.107, 4.559], [-0.990, -2.652, 3.703], [-1.152, -4.258, 2.937], [1.721, -2.515, 3.876], [2.706, -2.264, 3.458], [1.165, -1.583, 4.044], [1.878, -2.995, 4.849], [1.600, -4.857, 2.908], [2.494, -4.865, 2.269], [1.915, -5.139, 3.924], [0.916, -5.643, 2.566], [0.186, -3.314, -1.433], [1.234, -3.567, -1.649], [-0.448, -3.881, -2.135], [0.032, -2.248, -1.649], [-1.746, -3.344, 0.199], [-2.083, -2.586, -0.529], [-2.349, -4.252, 0.052], [-1.991, -2.953, 1.207], [0.008, -5.196, 0.177], [1.076, -5.454, 0.145], [-0.432, -5.604, 1.095], [-0.470, -5.726, -0.662], [-0.748, -0.180, 1.143], [-1.720, 0.071, -0.742], [-1.190, 0.709, -1.722], [-1.800, 0.548, -3.126], [-1.296, 1.556, -4.144], [-1.422, -0.839, -3.640], [-3.339, 0.640, -2.987], [-1.484, 2.589, -3.841], [-0.229, 1.424, -4.350], [-1.835, 1.392, -5.086], [-1.754, -1.616, -2.942], [-1.911, -1.026, -4.606], [-0.337, -0.929, -3.780], [-3.765, 1.298, -3.753], [-3.776, -0.357, -3.101], [-3.645, 1.018, -2.004], [0.066, 1.006, 4.541], [-0.817, 0.561, 3.826]]}

=====

Q: Which formula does entry 3 have?
A: C30H51CeN2O2P2